*A*
Molecular formula: C4H11N3
Method: DFT, the ωB97M-V functional and the def2-TZVPD basis

Properties
- LUMO level (spin up / spin down): 0.4 / 0.7 eV
- Molar mass: 101.2 g/mol

Geometry (Å):
C  1.190  -0.730  -0.273
C  0.769  -0.770  1.081
C  -1.158  0.570  -0.532
C  -2.094  -0.610  -0.486
N  2.179  0.138  -0.673
N  -0.234  0.657  1.078
N  0.328  1.762  1.269
H  0.918  -1.500  -0.979
H  2.228  0.985  -0.109
H  2.186  0.353  -1.663
H  1.355  1.844  1.214
H  1.452  -0.514  1.889
H  0.205  -1.658  1.343
H  -0.604  0.704  -1.465
H  -1.674  1.498  -0.300
H  -1.617  -1.530  -0.828
H  -2.448  -0.769  0.534
H  -2.982  -0.432  -1.101

---

*B*
Molecular formula: C4H11N3
Method: DFT, the ωB97M-V functional and the def2-TZVPD basis

Properties
- LUMO level: 0.9 eV
- Molar mass: 101.2 g/mol

Geometry (Å):
C  -0.945  1.126  -0.384
C  -1.614  -1.208  0.091
C  1.833  -0.067  0.980
N  -0.485  -0.309  -0.167
N  -0.053  1.947  -1.128
C  1.060  -1.022  0.097
N  0.484  -0.806  -1.113
H  0.756  2.217  -0.581
H  0.286  1.436  -1.939
H  -1.146  1.561  0.597
H  -1.893  1.042  -0.931
H  1.259  -2.072  0.405
H  -2.304  -1.202  -0.760
H  -2.146  -0.882  0.988
H  -1.256  -2.223  0.235
H  2.896  -0.313  0.881
H  1.697  0.973  0.698
H  1.571  -0.198  2.034

---

Tell me which of them is the most stable. Sure, it is *B*.

---

*A*
Molecular formula: C4H11N3
Method: DFT, the ωB97M-V functional and the def2-TZVPD basis

Properties
- LUMO level: 1.1 eV
- Molar mass: 101.2 g/mol

Geometry (Å):
N  2.707  -1.405  -0.953
C  1.828  -1.204  0.103
N  0.573  -1.275  0.020
C  -0.210  -0.848  1.150
C  -0.850  0.531  0.926
C  -1.260  0.765  -0.536
N  -1.748  2.080  -0.824
H  3.089  -0.565  -1.356
H  2.335  -2.031  -1.652
H  2.260  -0.951  1.083
H  0.537  -0.702  1.953
H  -0.871  -1.610  1.569
H  -1.793  0.700  1.457
H  -0.162  1.262  1.353
H  -0.398  0.465  -1.141
H  -1.980  -0.012  -0.811
H  -1.313  2.592  -1.567
H  -2.744  2.206  -0.775

---

*B*
Molecular formula: C4H11N3
Method: DFT, the ωB97M-V functional and the def2-TZVPD basis

Properties
- LUMO level: 0.9 eV
- Molar mass: 101.2 g/mol

Geometry (Å):
N  3.145  -0.385  1.342
C  1.802  -0.098  1.745
N  0.672  -0.268  1.199
C  0.425  -0.661  -0.171
C  -0.399  0.364  -0.939
C  -1.904  0.376  -0.364
N  -2.853  0.459  -1.455
H  3.302  -0.619  0.358
H  3.721  -0.211  2.205
H  1.679  0.060  2.794
H  1.331  -0.980  -0.811
H  -0.166  -1.653  -0.121
H  -0.426  -0.066  -1.955
H  0.053  1.361  -1.055
H  -2.202  1.119  0.543
H  -2.047  -0.651  0.253
H  -2.454  0.835  -2.300
H  -3.680  1.018  -1.268

---

Tell me which of them is the most stable. Sure, it is *A*.

---

*A*
Molecular formula: C4H11N3
Method: DFT, the ωB97M-V functional and the def2-TZVPD basis

Properties
- LUMO level: 1.0 eV
- Molar mass: 101.2 g/mol

Geometry (Å):
N  1.774  0.458  1.235
C  0.657  1.302  1.032
N  0.125  1.611  -0.069
C  0.085  0.637  -1.158
C  -1.229  -0.155  -1.159
C  -1.339  -1.115  0.022
N  -0.225  -2.041  0.155
H  2.325  0.427  0.394
H  1.591  -0.375  1.771
H  0.368  1.845  1.938
H  0.230  1.208  -2.069
H  0.857  -0.120  -1.011
H  -1.123  -0.828  -2.022
H  -2.048  0.500  -1.395
H  -2.310  -1.574  0.195
H  -1.247  -0.450  0.897
H  0.509  -1.973  -0.530
H  -0.512  -2.997  0.287

---

*B*
Molecular formula: C4H11N3
Method: DFT, the ωB97M-V functional and the def2-TZVPD basis

Properties
- LUMO level (spin up / spin down): -0.1 / 0.4 eV
- Molar mass: 101.2 g/mol

Geometry (Å):
C  -0.174  1.623  1.295
C  -0.161  -0.733  1.910
N  0.156  0.268  0.933
H  1.477  -0.029  -0.821
H  0.106  2.292  0.482
H  0.402  1.922  2.179
H  -1.246  1.742  1.506
H  -1.054  -1.343  1.716
H  0.670  -1.438  1.966
H  -0.336  -0.391  2.938
C  0.819  0.136  -1.693
C  0.802  -0.751  -2.735
N  -0.565  -0.007  -0.580
N  -1.285  -0.970  -0.831
H  -1.823  -1.305  -0.016
H  0.791  1.196  -1.920
H  0.783  -0.406  -3.756
H  0.637  -1.806  -2.574

---

*C*
Molecular formula: C4H11N3
Method: DFT, the ωB97M-V functional and the def2-TZVPD basis

Properties
- LUMO level: 0.7 eV
- Molar mass: 101.2 g/mol

Geometry (Å):
H  2.272  0.078  -2.161
N  1.732  -0.662  -2.636
C  0.525  -0.396  -2.163
N  -0.159  0.714  -2.571
N  0.171  -0.862  -0.875
C  0.167  0.050  0.214
C  -0.752  -0.495  1.343
C  -0.668  0.281  2.666
H  -0.896  0.856  -1.884
H  0.527  1.271  -3.122
H  0.634  -1.754  -0.723
H  -0.229  1.066  0.026
H  1.163  0.306  0.698
H  -1.773  -0.346  0.924
H  -0.729  -1.581  1.441
H  -1.189  1.211  2.300
H  0.352  0.425  2.997
H  -1.150  -0.162  3.527

---

*D*
Molecular formula: C4H11N3
Method: DFT, the ωB97M-V functional and the def2-TZVPD basis

Properties
- LUMO level: 0.9 eV
- Molar mass: 101.2 g/mol

Geometry (Å):
N  1.538  -1.822  -1.155
C  1.398  -1.600  0.209
N  0.378  -1.251  0.902
C  -0.728  -0.666  0.136
C  -0.491  0.612  -0.710
C  -0.295  1.822  0.186
N  -1.590  2.338  0.694
H  2.213  -1.180  -1.561
H  0.684  -1.852  -1.694
H  2.375  -1.619  0.708
H  -1.191  -1.296  -0.653
H  -1.520  -0.545  0.880
H  -1.267  0.771  -1.447
H  0.425  0.501  -1.328
H  0.147  2.588  -0.468
H  0.354  1.718  1.061
H  -1.598  3.340  0.647
H  -1.848  1.881  1.547

---

Tell me which of them is the most stable. Sure, it is *D*.

---

*A*
Molecular formula: C6H13NO
Method: DFT, the ωB97M-V functional and the def2-TZVPD basis

Properties
- LUMO level: 1.0 eV
- Molar mass: 115.2 g/mol

Geometry (Å):
H  -2.199  -0.375  -0.551
N  -1.363  -0.965  -0.475
C  -0.617  -0.585  0.514
C  0.654  -1.339  0.799
C  -1.014  0.619  1.347
C  -0.423  0.671  2.743
H  0.460  -2.085  1.575
H  1.437  -0.657  1.137
H  0.999  -1.852  -0.103
H  -2.108  0.620  1.425
H  -0.730  1.519  0.790
H  -0.247  -0.322  3.166
H  -1.097  1.211  3.417
H  0.529  1.212  2.733
C  0.666  -0.072  -3.133
C  1.004  0.847  -2.000
O  2.043  0.778  -1.352
H  -0.396  -0.323  -3.084
H  0.874  0.435  -4.077
H  1.253  -0.990  -3.060
H  0.277  1.654  -1.811

---

*B*
Molecular formula: C6H13NO
Method: DFT, the ωB97M-V functional and the def2-TZVPD basis

Properties
- LUMO level: 0.9 eV
- Molar mass: 115.2 g/mol

Geometry (Å):
C  -0.260  -0.918  3.035
C  -0.249  -1.011  1.589
O  -0.912  -1.958  1.168
N  0.382  -0.001  0.783
C  0.645  -0.247  -0.614
C  -0.043  0.982  -1.439
C  -0.468  0.453  -2.877
C  0.807  2.275  -1.385
H  0.413  -0.087  3.392
H  0.188  -1.843  3.614
H  -1.215  -0.856  3.410
H  0.963  0.585  1.249
H  1.681  -0.343  -0.906
H  -0.206  -0.929  -0.983
H  -1.125  1.153  -1.001
H  0.094  -0.487  -3.138
H  -0.190  1.319  -3.620
H  -1.598  0.268  -2.916
H  1.388  1.956  -0.640
H  0.199  3.112  -0.980
H  1.435  2.617  -2.164

---

*C*
Molecular formula: C6H13NO
Method: DFT, the ωB97M-V functional and the def2-TZVPD basis

Properties
- LUMO level (spin up / spin down): 0.9 / 0.4 eV
- Molar mass: 115.2 g/mol

Geometry (Å):
C  0.107  0.098  0.764
C  0.364  -0.683  -0.311
C  -1.875  -1.207  0.174
C  -0.314  1.515  0.700
C  -2.749  -0.382  -0.719
C  2.601  0.603  -0.028
N  3.650  -0.209  -0.333
O  2.717  1.810  0.052
H  0.302  -0.315  1.747
H  3.538  -1.206  -0.336
H  4.586  0.175  -0.452
H  0.768  -1.676  -0.195
H  0.215  -0.316  -1.316
H  -1.663  -2.220  -0.157
H  -2.092  -1.165  1.238
H  0.581  2.126  0.877
H  -1.055  1.750  1.466
H  -0.699  1.783  -0.284
H  -2.370  -0.348  -1.745
H  -3.772  -0.781  -0.778
H  -2.839  0.647  -0.363

---

*D*
Molecular formula: C6H13NO
Method: DFT, the ωB97M-V functional and the def2-TZVPD basis

Properties
- LUMO level: 0.3 eV
- Molar mass: 115.2 g/mol

Geometry (Å):
C  2.930  -1.031  -0.821
N  1.879  -0.797  -1.589
C  0.965  0.260  -1.445
C  0.736  0.739  -0.257
C  -0.315  1.649  0.186
C  -1.134  1.217  1.463
C  -2.136  0.093  1.180
H  3.287  -0.822  0.190
H  3.348  -1.991  -1.415
H  0.496  0.738  -2.359
H  1.438  0.669  0.655
H  -0.983  1.817  -0.769
H  0.148  2.734  0.424
H  -1.854  1.978  1.754
H  -0.485  1.220  2.210
H  -2.415  -0.468  2.099
H  -3.010  0.327  0.553
H  -1.785  -0.722  0.565
O  -0.654  -2.322  -0.984
H  -0.598  -3.275  -0.958
H  0.142  -2.013  -0.683

---

Tell me which of them is the most stable. Sure, it is *A*.

---

*A*
Molecular formula: CH3O4P
Method: DFT, the ωB97M-V functional and the def2-TZVPD basis

Properties
- LUMO level: -0.4 eV
- Molar mass: 110.0 g/mol

Geometry (Å):
C  0.124  0.090  0.074
O  2.908  -0.335  -0.318
O  1.016  -2.699  -1.558
O  1.440  -2.435  -0.093
O  1.374  -1.464  -2.142
P  1.588  -0.881  -0.522
H  0.248  0.898  -0.698
H  -0.821  -0.445  0.153
H  0.219  0.448  1.201

---

*B*
Molecular formula: CH3O4P
Method: DFT, the ωB97M-V functional and the def2-TZVPD basis

Properties
- LUMO level: -0.1 eV
- Molar mass: 110.0 g/mol

Geometry (Å):
C  0.709  0.454  0.577
O  -0.043  -1.368  -1.796
O  -0.015  -0.455  0.947
O  1.451  1.121  1.376
O  -1.876  0.354  -0.989
P  -1.126  -0.915  -0.877
H  0.532  0.895  -0.397
H  -1.658  -2.014  -0.044
H  2.026  1.928  1.203

---

*C*
Molecular formula: CH3O4P
Method: DFT, the ωB97M-V functional and the def2-TZVPD basis

Properties
- LUMO level: 0.6 eV
- Molar mass: 110.0 g/mol

Geometry (Å):
O  0.953  1.097  1.586
C  1.433  0.460  0.697
O  0.974  -0.540  -0.008
P  -0.970  -0.867  0.252
O  -1.316  0.640  -0.224
O  -1.217  -1.569  -1.147
H  2.551  0.707  0.411
H  -1.385  1.277  0.480
H  -1.024  -1.206  -2.046

---

Tell me which of them is the most stable. Sure, it is *C*.

---

*A*
Molecular formula: C2H5N2P
Method: DFT, the ωB97M-V functional and the def2-TZVPD basis

Properties
- LUMO level: 0.7 eV
- Molar mass: 88.0 g/mol

Geometry (Å):
C  -2.503  -0.806  -0.025
C  0.835  0.180  1.471
N  -2.183  -1.456  -1.035
N  1.656  0.187  0.628
P  2.963  -0.038  -0.590
H  -2.844  0.170  -0.046
H  -2.207  -1.440  0.829
H  -2.521  -1.069  -1.925
H  2.038  0.175  -1.584
H  3.555  1.253  -0.571

---

*B*
Molecular formula: C2H5N2P
Method: DFT, the ωB97M-V functional and the def2-TZVPD basis

Properties
- LUMO level: -0.4 eV
- Molar mass: 88.0 g/mol

Geometry (Å):
C  -0.723  0.810  -1.012
C  0.410  -0.067  -0.882
N  -1.013  1.540  0.016
N  -0.152  1.367  1.025
P  0.885  0.168  0.917
H  0.447  -2.094  2.380
H  -1.200  0.828  -1.940
H  0.374  -1.029  -1.285
H  1.278  0.387  -1.458
H  -0.306  -1.910  2.239

---

Tell me which of them is the most stable. Sure, it is *A*.

---

*A*
Molecular formula: C2H5N2P
Method: DFT, the ωB97M-V functional and the def2-TZVPD basis

Properties
- LUMO level: 0.6 eV
- Molar mass: 88.0 g/mol

Geometry (Å):
C  0.713  0.829  -0.155
C  0.471  -0.637  -0.228
P  -1.429  -1.004  -0.216
N  -1.640  0.629  0.281
N  -0.687  1.401  0.434
H  1.425  1.220  0.574
H  1.067  1.403  -1.142
H  0.848  -1.190  -1.156
H  0.854  -1.081  0.616
H  -1.622  -1.570  0.992

---

*B*
Molecular formula: C2H5N2P
Method: DFT, the ωB97M-V functional and the def2-TZVPD basis

Properties
- LUMO level: 0.6 eV
- Molar mass: 88.0 g/mol

Geometry (Å):
C  0.301  -1.991  -0.200
C  -0.938  0.747  -0.153
N  1.075  -1.142  0.063
N  1.473  -0.047  0.378
P  0.781  1.427  -0.130
H  0.099  -2.932  -0.351
H  -1.840  1.394  0.090
H  -0.894  -0.176  0.402
H  -0.978  0.675  -1.290
H  0.919  2.047  1.192

---

Tell me which of them is the most stable. Sure, it is *A*.

---

*A*
Molecular formula: C4H16N2O5
Method: DFT, the ωB97M-V functional and the def2-TZVPD basis

Properties
- LUMO level: 0.6 eV
- Molar mass: 172.2 g/mol

Geometry (Å):
C  0.388  2.692  -1.502
N  -0.383  2.375  -0.373
C  -0.283  1.162  0.322
O  -1.229  0.894  1.033
C  0.980  0.224  0.292
N  2.065  1.203  0.433
C  0.972  -0.911  1.273
O  2.187  -1.556  0.896
H  1.450  3.112  -1.034
H  -0.143  3.471  -2.104
H  0.659  1.802  -2.170
H  -1.108  3.085  -0.105
H  0.822  -0.387  -0.677
H  2.188  1.382  1.394
H  2.985  0.752  0.192
H  1.288  -0.462  2.292
H  0.041  -1.632  1.123
H  2.007  -2.278  0.211
O  -1.843  -1.763  -0.777
H  -2.328  -1.372  0.011
H  -2.445  -2.327  -1.255
O  -3.276  -0.726  1.182
H  -2.698  -0.656  1.990
H  -3.268  0.218  0.841
O  0.513  -2.863  -0.840
H  -0.321  -2.342  -0.932
H  0.780  -3.098  -1.714

---

*B*
Molecular formula: C4H16N2O5
Method: DFT, the ωB97M-V functional and the def2-TZVPD basis

Properties
- LUMO level: 0.4 eV
- Molar mass: 172.2 g/mol

Geometry (Å):
N  0.410  1.595  1.715
C  0.217  0.519  0.741
C  1.451  0.469  -0.166
O  2.463  -0.206  0.579
C  -0.889  1.072  -0.132
N  -1.602  0.188  -1.070
C  -2.611  0.852  -1.742
O  -2.978  1.934  -1.335
H  1.282  2.117  1.508
H  0.640  1.223  2.627
H  0.058  -0.537  1.060
H  1.401  -0.217  -1.018
H  1.709  1.519  -0.460
H  3.037  0.261  1.167
H  -1.650  1.616  0.482
H  -0.554  2.025  -0.605
H  -1.477  -0.836  -1.096
H  -2.868  0.200  -2.584
O  -0.803  -2.493  -1.490
H  -0.107  -2.755  -0.871
H  -0.983  -3.364  -1.879
O  -1.825  -0.620  2.799
H  -2.687  -1.028  2.907
H  -2.113  0.285  2.690
O  3.394  -1.673  -1.482
H  2.895  -0.803  -1.313
H  4.190  -1.343  -1.031

---

Tell me which of them is the most stable. Sure, it is *A*.